{
  "formula": "C34H31B2Cl32FO6",
  "method": "ωB97M-V/def2-TZVPD",
  "total_charge": 0,
  "e_homo_ev": -9.259,
  "lumo_ev": -0.93,
  "e_above_lowest_ev": 0.4291,
  "smiles": "CCCCc1cc([C@@H](F)CC)c(CCC(=O)O)c2c1C(=O)c1c(B(C)O)cc(B(C)O)cc1C2=O.ClC(Cl)(Cl)Cl.ClC(Cl)(Cl)Cl.ClC(Cl)(Cl)Cl.ClC(Cl)(Cl)Cl.ClC(Cl)(Cl)Cl.ClC(Cl)(Cl)Cl.ClC(Cl)(Cl)Cl.ClC(Cl)(Cl)Cl",
  "multiplicity": 1,
  "symbols": ["C", "C", "C", "C", "C", "C", "C", "C", "F", "C", "C", "C", "C", "C", "C", "O", "O", "C", "C", "C", "O", "C", "C", "B", "C", "O", "C", "C", "B", "C", "O", "C", "C", "C", "O", "H", "H", "H", "H", "H", "H", "H", "H", "H", "H", "H", "H", "H", "H", "H", "H", "H", "H", "H", "H", "H", "H", "H", "H", "H", "H", "H", "H", "H", "H", "H", "C", "Cl", "Cl", "Cl", "Cl", "C", "Cl", "Cl", "Cl", "Cl", "C", "Cl", "Cl", "Cl", "Cl", "C", "Cl", "Cl", "Cl", "Cl", "C", "Cl", "Cl", "Cl", "Cl", "C", "Cl", "Cl", "Cl", "Cl", "C", "Cl", "Cl", "Cl", "Cl", "C", "Cl", "Cl", "Cl", "Cl"],
  "xyz": [[0.66, -3.74, 5.36], [1.81, -3.67, 4.32], [2.23, -2.25, 4.02], [1.07, -1.35, 3.51], [1.53, -0.37, 2.46], [1.87, 0.91, 2.86], [2.31, 1.90, 1.99], [2.63, 3.24, 2.63], [4.00, 3.41, 2.74], [1.91, 4.45, 2.01], [2.82, 5.54, 1.40], [2.43, 1.62, 0.63], [2.93, 2.63, -0.38], [4.48, 2.82, -0.42], [5.27, 1.66, 0.12], [5.60, 1.52, 1.25], [5.67, 0.74, -0.83], [2.12, 0.30, 0.19], [1.67, -0.66, 1.11], [1.33, -2.03, 0.58], [1.57, -3.02, 1.22], [0.73, -2.06, -0.77], [-0.25, -2.99, -1.13], [-0.84, -4.07, -0.14], [-0.08, -5.44, 0.15], [-2.03, -3.84, 0.48], [-0.73, -2.94, -2.44], [-0.27, -1.99, -3.36], [-0.83, -1.99, -4.84], [-2.20, -2.64, -5.29], [-0.04, -1.38, -5.76], [0.69, -1.06, -2.98], [1.19, -1.11, -1.68], [2.24, -0.15, -1.23], [3.12, 0.19, -1.98], [0.90, -4.46, 6.14], [0.55, -2.78, 5.86], [-0.28, -4.00, 4.89], [1.48, -4.21, 3.43], [2.65, -4.23, 4.72], [2.62, -1.78, 4.93], [3.05, -2.20, 3.31], [0.67, -0.81, 4.36], [0.27, -1.98, 3.13], [1.80, 1.14, 3.91], [2.25, 3.16, 3.65], [1.18, 4.14, 1.27], [1.33, 4.93, 2.80], [2.80, 6.47, 1.96], [2.42, 5.80, 0.42], [3.84, 5.22, 1.24], [2.46, 3.60, -0.24], [2.64, 2.32, -1.38], [4.76, 2.91, -1.47], [4.79, 3.75, 0.04], [4.91, 0.15, -0.95], [-0.31, -5.76, 1.17], [0.99, -5.35, 0.02], [-0.43, -6.18, -0.57], [-2.40, -4.67, 0.79], [-1.49, -3.66, -2.73], [-2.59, -3.31, -4.53], [-2.99, -1.92, -5.49], [-2.00, -3.27, -6.16], [-0.45, -1.41, -6.63], [1.07, -0.31, -3.66], [-1.57, 2.27, -0.40], [-2.16, 2.25, 1.27], [-2.60, 1.24, -1.40], [-1.60, 3.93, -1.02], [0.10, 1.66, -0.42], [0.72, 7.46, -2.46], [1.32, 8.36, -1.06], [1.66, 5.97, -2.64], [-0.98, 7.05, -2.20], [0.88, 8.44, -3.91], [-5.30, -1.69, 1.06], [-5.51, -2.80, -0.31], [-3.65, -1.07, 1.05], [-6.44, -0.35, 0.91], [-5.59, -2.57, 2.56], [-5.89, 5.06, 0.02], [-7.19, 3.96, -0.45], [-5.26, 5.87, -1.42], [-6.52, 6.27, 1.14], [-4.60, 4.14, 0.79], [-3.44, -5.68, 4.39], [-2.18, -6.47, 5.33], [-3.28, -6.15, 2.68], [-5.02, -6.18, 4.98], [-3.28, -3.93, 4.53], [-3.25, -6.76, -6.82], [-2.51, -5.95, -5.43], [-2.36, -8.24, -7.18], [-4.93, -7.16, -6.44], [-3.20, -5.68, -8.21], [-2.25, 1.11, -8.25], [-1.54, 1.89, -6.83], [-1.30, -0.33, -8.66], [-3.91, 0.62, -7.89], [-2.24, 2.22, -9.61], [2.37, 5.55, 6.46], [0.92, 6.18, 5.66], [1.89, 4.56, 7.85], [3.27, 4.56, 5.32], [3.37, 6.89, 7.01]]
}